Entry 1:
The following is a DFT calculation (ωB97M-V/def2-TZVPD) of a cluster of 5 separate species, C12H21Cl8N in total.

Cartesian coordinates (Å):
N -3.45602 1.47416 -3.38111
C -2.08895 1.43541 -3.12281
C -1.44286 1.41027 -4.35916
C -2.47881 1.55889 -5.36608
C -3.72443 1.50495 -4.73537
H -4.23578 1.55128 -2.76854
H -1.62062 1.42351 -2.11079
H -0.34994 1.46407 -4.50329
H -2.12744 1.72165 -6.40351
H -4.74717 1.60008 -5.05606
Cl -2.39751 -2.21010 5.94421
C -1.70813 -0.89059 6.90041
C -0.74118 -0.01329 6.07614
Cl 0.78895 -0.80774 5.76352
H -1.07471 -1.31878 7.65565
H -2.45890 -0.27511 7.37220
H -0.43844 0.81736 6.65401
H -1.23040 0.30549 5.10391
Cl -0.02756 -3.03056 -3.93469
C -0.48923 -2.31872 -2.33306
C -0.83973 -3.41958 -1.37092
Cl -2.37316 -4.21977 -1.63868
H -1.25320 -1.53821 -2.47689
H 0.38769 -1.90679 -1.91448
H -0.85439 -2.97456 -0.36246
H -0.07060 -4.20395 -1.48787
Cl 4.83737 2.48451 -2.68783
C 4.55456 2.06501 -0.97900
C 3.35857 2.66869 -0.26152
Cl 1.85560 2.12712 -0.96542
H 5.42697 2.51053 -0.47027
H 4.57669 0.96930 -1.04853
H 3.29408 3.73023 -0.33278
H 3.36781 2.31187 0.77082
Cl 2.63605 -1.51075 0.16032
C 1.99010 -0.59300 1.56511
C 0.50773 -0.80146 1.65173
Cl -0.52360 -0.11118 0.36333
H 2.33445 0.42300 1.49838
H 2.30993 -1.05620 2.47210
H 0.11137 -0.44670 2.57244
H 0.41486 -1.91037 1.54685

Properties
energy = -114453.7874 eV
charge = 0



Entry 2:
The following is a DFT calculation (ωB97M-V/def2-TZVPD) of a structure of composition C12H21EuN4O4PSSi2.

Cartesian coordinates (Å):
C -1.84234 -1.96647 1.17388
C -1.91547 -0.58649 0.57830
C -2.11684 0.57598 1.54355
N -1.82351 -0.30074 -0.70664
Si -0.27261 -0.78795 -1.44801
C 0.11616 0.38908 -2.91078
C -0.82037 1.71883 -2.94747
N -2.01526 1.58892 -3.86495
O 0.97288 -1.01453 -0.38647
Si 1.66430 0.40879 0.24413
N 3.33483 0.42497 -0.20018
N 0.74834 1.88555 -0.17516
C 1.55505 2.78745 -0.39509
O 2.38257 3.59329 -0.53867
C 1.59013 0.26638 2.11711
C 1.10167 -0.85046 2.80523
C 1.05746 -0.83031 4.19792
C 1.48989 0.30157 4.88072
C 1.99666 1.41760 4.22479
C 2.04272 1.39514 2.82807
P -0.65112 -2.79360 -2.38213
O -2.16540 -2.80740 -3.05337
O 0.42276 -2.90751 -3.64244
S -0.26598 -4.25954 -1.20982
H -2.01795 -1.88692 2.25900
H -2.62578 -2.64577 0.78740
H -0.87743 -2.47854 1.01884
H -2.94340 0.36088 2.24278
H -2.39256 1.46110 0.94058
H -1.18250 0.83773 2.07263
H -0.11320 -0.14353 -3.85458
H 1.14852 0.76832 -2.90356
H -0.23304 2.59561 -3.25296
H -1.20221 1.97410 -1.88568
H -2.90429 1.67158 -3.29314
H -2.03595 2.45932 -4.39800
H 3.50637 0.56819 -1.19117
H 3.90151 1.04108 0.37433
H 0.75353 -1.70426 2.22278
H 0.66184 -1.70839 4.71344
H 1.41995 0.29143 5.97201
H 2.34877 2.32054 4.72368
H 2.40764 2.27226 2.28314
H -2.23244 -3.59957 -3.62001
H 1.21360 -2.38314 -3.44539
Eu -3.18752 0.27943 -2.49865

Properties
multiplicity = 8
expectation value of S² = 15.760
energy = -82132.5409 eV
charge = +2



Entry 3:
The following is a DFT calculation (ωB97M-V/def2-TZVPD) of a cluster of 3 separate species, C12H21N3 in total.

Cartesian coordinates (Å):
C -2.54564 0.65260 0.55213
C -1.37314 0.38168 -0.40719
C -0.13238 -0.12493 0.31901
C 0.46278 0.90558 1.15755
N 0.93139 1.71714 1.81806
H -2.51480 -0.08734 1.35630
H -3.49459 0.48146 0.04770
H -2.48700 1.64317 0.98961
H -1.10169 1.27853 -0.96665
H -1.66390 -0.37492 -1.13764
H 0.61662 -0.46217 -0.40224
H -0.36799 -0.99316 0.93673
C 3.72782 -4.97842 -3.63430
C 2.31147 -5.01389 -4.20507
C 1.73431 -3.63193 -4.51707
C 1.39906 -2.91754 -3.27826
N 1.13606 -2.36766 -2.30927
H 4.32396 -4.21440 -4.13590
H 4.21483 -5.94129 -3.78258
H 3.73972 -4.75174 -2.56894
H 1.62703 -5.48535 -3.49448
H 2.27586 -5.65057 -5.08917
H 0.82470 -3.70739 -5.11364
H 2.43492 -2.99074 -5.05614
C -0.78379 4.20761 2.30926
C -0.62733 4.16487 3.83438
C -1.95749 3.96468 4.57088
C -2.63941 2.74659 4.15646
N -3.13689 1.75931 3.86008
H -1.38965 3.36247 1.98547
H 0.19036 4.13195 1.83200
H -1.24954 5.14164 1.99077
H -0.18163 5.08558 4.21381
H 0.05535 3.35211 4.09184
H -2.60077 4.83414 4.43349
H -1.75863 3.88231 5.64304

Properties
energy above the lowest of the compared OMol25 structures with the same formula, charge and spin = 2.33 kcal/mol
energy = -17254.2998 eV
charge = 0



no.,maximum force (eV Å⁻¹)
1,2.30
2,8.24
3,0.81